Entry from OMol25: a molecular structure, C24H38AsBrMnN2O7SSi (the ωB97M-V functional and the def2-TZVPD basis).

```
! RIJCOSX wB97M-V def2-TZVPD def2/J DEFGRID3
* xyz 2 2
Mn -0.128 -0.058 -1.929
O -0.788 -1.119 -5.099
As -1.740 -1.923 -3.899
O -1.859 -3.502 -4.047
O -0.636 -1.511 -2.398
C -3.337 -0.979 -3.411
C -4.461 -1.761 -3.638
C -5.736 -1.248 -3.398
C -5.892 0.040 -2.928
C -4.771 0.829 -2.676
C -3.507 0.322 -2.908
S -2.171 1.372 -2.482
O -2.556 2.726 -2.447
O -1.558 0.843 -1.155
O -1.007 0.976 -3.349
H -0.563 -1.754 -5.800
H -4.348 -2.773 -4.009
H -6.600 -1.869 -3.593
H -6.878 0.444 -2.750
H -4.884 1.839 -2.306
C 2.240 -0.236 4.709
C 2.299 -0.026 3.174
C 3.354 -0.993 2.618
C 2.789 1.403 2.914
Si 0.508 -0.311 2.573
Br 1.037 -0.541 0.072
C -0.268 -2.035 2.862
C -0.894 -1.994 4.278
C 0.775 -3.161 2.844
C -1.378 -2.406 1.873
C -0.671 1.180 2.629
C -0.251 2.336 1.710
C -0.655 1.693 4.089
C -2.113 0.795 2.278
H 3.224 0.004 5.119
H 2.022 -1.267 4.981
H 1.520 0.415 5.208
H 4.317 -0.717 3.054
H 3.465 -0.920 1.536
H 3.166 -2.030 2.877
H 3.794 1.498 3.331
H 2.171 2.161 3.392
H 2.853 1.628 1.848
H -0.164 -1.785 5.060
H -1.321 -2.976 4.493
H -1.704 -1.268 4.357
H 1.525 -3.054 3.623
H 1.285 -3.238 1.881
H 0.262 -4.109 3.020
H -2.233 -1.736 1.921
H -1.731 -3.408 2.127
H -1.023 -2.442 0.840
H 0.749 2.710 1.911
H -0.946 3.164 1.865
H -0.311 2.056 0.656
H 0.318 2.082 4.386
H -0.959 0.933 4.810
H -1.369 2.517 4.171
H -2.195 0.396 1.266
H -2.730 1.695 2.332
H -2.540 0.072 2.971
N 2.687 3.908 -4.728
C 3.602 3.093 -4.159
O 4.731 3.403 -3.867
C 3.138 1.688 -3.833
C 4.021 0.629 -4.017
C 3.646 -0.647 -3.630
C 2.422 -0.829 -3.020
N 1.579 0.201 -2.833
C 1.916 1.435 -3.244
H 2.996 4.833 -4.986
H 1.864 3.546 -5.175
H 4.996 0.824 -4.446
H 4.300 -1.495 -3.771
H 2.105 -1.796 -2.653
H 1.198 2.228 -3.074
*
```

The HOMO energy (alpha / beta) is -0.54774 / -0.54775 hartree. As for the HOMO-LUMO gap (alpha / beta): 5.7 / 6.5 eV. The LUMO energy (alpha / beta) comes out at -9.20 / -8.40 eV. The energy above the lowest of the compared OMol25 structures with the same formula, charge and spin comes out at 10.0 kJ/mol.

Atom charges from the Löwdin analysis, given in e for atoms 1 to 6: number 1, Mn, carries 0.52; number 2, O, carries -0.20; number 3, As, carries 1.09; number 4, O, carries -0.33; number 5, O, carries -0.37; number 6, C, carries -0.23